# 1
Formula: C48H39ClN6PRh
Source: OMol25
Level of theory: ωB97M-V with the def2-TZVPD basis set

Last column: Mulliken charge in e.
Geometry (Å):
Rh: -0.7637 0.5243 1.0772  0.5962
C: 4.0093 1.1514 -2.0454  -1.0078
N: 3.0979 1.3863 -0.9566  0.2925
C: 1.9010 0.7643 -0.7869  -0.6424
N: 1.2598 1.2663 0.2583  0.7452
C: 2.0497 2.2298 0.7923  -0.3534
C: 3.2213 2.3214 0.0315  0.7705
C: 4.3103 3.2612 0.2287  0.4660
C: 3.9860 4.5649 0.6297  -0.3057
C: 4.9805 5.4796 0.8971  -0.7804
C: 6.3149 5.1181 0.7856  -0.4520
C: 6.6440 3.8368 0.3694  -0.7501
C: 5.6569 2.9117 0.0895  -0.4684
C: 1.6652 2.9272 2.0125  0.0826
C: 0.3449 3.3613 2.1737  -0.8937
C: -0.0572 3.9554 3.3574  -0.7884
C: 0.8437 4.1191 4.3995  -0.4779
C: 2.1606 3.7035 4.2411  -0.8384
C: 2.5748 3.1272 3.0561  -0.1024
P: 1.3326 -0.5928 -1.8681  -0.5285
C: 0.8967 -1.7527 -0.5273  -0.9204
N: 0.1455 -1.4943 0.5315  0.8578
C: 0.0611 -2.6332 1.2586  -0.6525
C: 0.8005 -3.6307 0.6140  1.0649
N: 1.3073 -3.0468 -0.5114  0.2428
C: 2.0311 -3.6833 -1.5797  -1.0562
C: 0.9837 -5.0041 1.0506  0.2939
C: -0.1165 -5.6814 1.5916  -0.2683
C: 0.0260 -6.9648 2.0742  -0.8141
C: 1.2620 -7.5930 2.0466  -0.4408
C: 2.3541 -6.9309 1.5065  -0.7763
C: 2.2245 -5.6477 1.0094  -0.4912
C: -0.6771 -2.6538 2.5137  0.3380
C: -0.1585 -3.2580 3.6616  -0.1574
C: -0.8443 -3.1828 4.8583  -0.7910
C: -2.0721 -2.5351 4.9267  -0.4904
C: -2.6080 -1.9589 3.7840  -0.7147
C: -1.9173 -2.0083 2.5850  -1.3457
C: -0.3660 0.0213 -2.1202  -0.8287
N: -1.2312 0.3959 -1.1902  0.9457
C: -2.3997 0.6845 -1.8195  -0.5407
C: -2.2305 0.4723 -3.1929  0.9488
N: -0.9396 0.0606 -3.3512  0.2864
C: -0.2438 -0.1815 -4.5892  -1.0062
C: -3.2041 0.6693 -4.2526  0.1705
C: -3.4052 -0.2703 -5.2677  -0.3928
C: -4.3939 -0.0632 -6.2109  -0.8170
C: -5.1855 1.0741 -6.1643  -0.4409
C: -4.9752 2.0183 -5.1704  -0.8259
C: -4.0009 1.8196 -4.2159  -0.1707
C: -3.5689 1.0687 -1.0437  0.0941
C: -3.3736 1.7942 0.1386  0.0253
C: -4.4441 2.1077 0.9561  -0.8233
C: -5.7304 1.7256 0.5987  -0.5653
C: -5.9367 1.0268 -0.5840  -0.8360
C: -4.8698 0.7001 -1.4006  -0.2102
H: 3.4886 0.6300 -2.8501  0.3924
H: 4.3821 2.1033 -2.4238  0.4231
H: 4.8548 0.5355 -1.7346  0.3364
H: 2.9480 4.8519 0.7078  0.5709
H: 4.7150 6.4796 1.1945  0.4425
H: 7.0892 5.8306 1.0203  0.4265
H: 7.6792 3.5565 0.2720  0.4207
H: 5.9333 1.9069 -0.1902  0.3918
H: -0.3446 3.2860 1.3368  0.8268
H: -1.0789 4.2870 3.4681  0.5034
H: 0.5263 4.5626 5.3326  0.4444
H: 2.8616 3.8186 5.0539  0.4498
H: 3.5962 2.7993 2.9401  0.5337
H: 1.9735 -4.7625 -1.4552  0.5503
H: 1.5835 -3.4121 -2.5379  0.3572
H: 3.0785 -3.3759 -1.5891  0.3116
H: -1.0803 -5.1952 1.6134  0.5687
H: -0.8315 -7.4787 2.4738  0.4437
H: 1.3708 -8.5903 2.4425  0.4287
H: 3.3150 -7.4161 1.4799  0.4187
H: 3.0944 -5.1265 0.6380  0.5251
H: 0.7984 -3.7543 3.6118  0.5468
H: -0.4158 -3.6187 5.7476  0.4536
H: -2.5963 -2.4750 5.8697  0.4421
H: -3.5639 -1.4586 3.8221  0.5230
H: -2.3647 -1.5948 1.6803  1.0122
H: -0.8330 0.2057 -5.4186  0.5303
H: 0.7207 0.3297 -4.5756  0.3518
H: -0.0673 -1.2478 -4.7463  0.2989
H: -2.8266 -1.1824 -5.2863  0.5259
H: -4.5590 -0.8001 -6.9787  0.4217
H: -5.9649 1.2224 -6.8941  0.4347
H: -5.5792 2.9087 -5.1350  0.4503
H: -3.8351 2.5519 -3.4397  0.5370
H: -2.3770 2.1892 0.3642  0.4451
H: -4.2722 2.6595 1.8678  0.4703
H: -6.5679 1.9710 1.2355  0.4487
H: -6.9340 0.7240 -0.8661  0.4505
H: -5.0365 0.1404 -2.3083  0.6118
Cl: -1.6128 1.0574 3.0002  -0.1759

## Properties
Charge: +2
LUMO energy (alpha / beta) in eV: -8.24 / -8.24
F_max in hartree/bohr: 0.0935

---

# 2
Formula: C48H39NO28
Source: OMol25
Level of theory: ωB97M-V with the def2-TZVPD basis set

Last column: Mulliken charge in e.
Geometry (Å):
C: 8.1597 -0.8184 -0.1986  -1.1505
C: 6.8155 -0.1337 -0.7733  0.9425
C: 7.2994 1.0972 -1.7274  -1.3208
C: 5.8879 -1.1328 -1.6388  -1.3317
N: 4.4672 -0.6738 -1.5687  0.7868
O: 3.9239 -0.5337 -2.8202  -0.3748
C: 3.8084 0.8496 -3.1744  0.1689
O: 4.2516 1.1746 -4.3095  -0.5215
C: 3.2041 1.9843 -2.2109  0.8393
C: 3.6747 2.2170 -0.7416  0.0454
C: 3.1279 3.3274 0.1944  -0.5347
C: 2.0221 4.2832 -0.3314  -0.4791
C: 1.5162 4.0628 -1.7854  -0.2792
C: 2.0658 2.9369 -2.7352  -0.5864
C: 3.6334 -1.5001 -0.6988  0.1455
O: 4.0239 -2.3868 0.0929  -0.6032
O: 2.2183 -1.2038 -0.7376  -0.3124
H: 8.1086 -0.7976 0.9528  0.2813
H: 9.0806 -0.1753 -0.4778  0.2999
H: 8.3091 -1.8707 -0.6112  0.3097
H: 6.2248 0.2510 0.1352  0.1836
H: 8.2380 0.7896 -2.3288  0.4577
H: 7.5511 2.0416 -1.1272  0.2882
H: 6.5001 1.3771 -2.5013  0.2275
H: 6.2170 -0.9825 -2.7392  0.3972
H: 6.0549 -2.2377 -1.4117  0.3816
H: 4.4990 1.5168 -0.3524  0.0689
H: 3.6047 3.3909 1.2413  0.3143
H: 1.6250 5.0900 0.3710  0.3484
H: 0.6850 4.7554 -2.1665  0.3838
H: 1.6644 2.8164 -3.8024  0.3544
H: 2.0001 -0.8753 0.1766  0.3126
O: -1.7930 -2.0133 3.0854  -0.7163
C: -1.1870 -2.9226 2.5422  1.0600
C: -1.4422 -4.3326 2.8531  -0.9767
C: -0.7475 -5.2990 2.2493  0.2950
O: -0.9761 -6.6127 2.5263  -0.5968
C: 0.3086 -4.9843 1.2460  0.7415
O: 0.9360 -5.8911 0.7272  -0.6477
C: 0.5471 -3.5744 0.9178  -0.5200
C: -0.1504 -2.6094 1.5192  0.1050
O: 0.0576 -1.2922 1.2220  -0.5313
H: -2.2100 -4.5466 3.5846  0.5658
H: -0.3488 -7.1093 1.9647  0.3523
H: 1.3039 -3.3599 0.1747  0.4896
H: -0.5658 -0.7963 1.7888  0.3201
O: -3.5664 -4.2511 5.5105  -0.5879
C: -4.5535 -4.9682 5.5082  1.2914
C: -4.8409 -5.9108 6.5929  -0.9476
C: -5.9229 -6.6912 6.5467  0.3333
O: -6.2042 -7.5695 7.5480  -0.5765
C: -6.8708 -6.6366 5.3973  0.7881
O: -7.8392 -7.3768 5.3791  -0.6102
C: -6.5957 -5.6759 4.3232  -0.7651
C: -5.5155 -4.8933 4.3718  0.1492
O: -5.2477 -3.9939 3.3831  -0.6109
H: -4.1435 -5.9422 7.4205  0.4830
H: -7.0325 -8.0132 7.2790  0.3398
H: -7.3007 -5.6335 3.5037  0.4433
H: -4.4158 -3.5534 3.6491  0.3144
O: -4.7452 -6.0998 -1.1187  -0.6300
C: -4.2820 -4.9867 -1.2986  0.9114
C: -2.8438 -4.7506 -1.4629  -0.8456
C: -2.3739 -3.5137 -1.6415  0.2179
O: -1.0418 -3.2805 -1.7974  -0.5263
C: -3.2849 -2.3343 -1.6771  1.0655
O: -2.8188 -1.2173 -1.8235  -0.6212
C: -4.7250 -2.5728 -1.5368  -1.0351
C: -5.1953 -3.8098 -1.3617  0.4478
O: -6.5299 -4.0471 -1.2325  -0.5784
H: -2.1933 -5.6147 -1.4328  0.5155
H: -0.9579 -2.3121 -1.9074  0.3076
H: -5.3767 -1.7104 -1.5822  0.4288
H: -6.6115 -5.0141 -1.1161  0.3457
O: 3.1539 11.0591 -4.3874  -0.6017
C: 2.6881 9.9493 -4.1988  0.8490
C: 2.3376 9.0458 -5.3000  -0.8236
C: 1.8138 7.8437 -5.0520  0.1872
O: 1.4858 6.9929 -6.0648  -0.5338
C: 1.5636 7.3778 -3.6587  1.0687
O: 1.0661 6.2793 -3.4703  -0.6148
C: 1.9360 8.2704 -2.5572  -1.0192
C: 2.4632 9.4716 -2.8044  0.4794
O: 2.8161 10.3102 -1.7921  -0.5714
H: 2.5219 9.3968 -6.3065  0.4596
H: 1.1270 6.1949 -5.6282  0.3074
H: 1.7656 7.9127 -1.5505  0.4307
H: 3.1691 11.1104 -2.2289  0.3446
O: -1.0391 9.4515 -8.8711  -0.6187
C: -1.7797 8.4979 -8.7030  0.8938
C: -1.3355 7.2631 -8.0482  -0.9205
C: -2.1720 6.2344 -7.8975  0.4332
O: -1.7731 5.0824 -7.2887  -0.5408
C: -3.5780 6.2984 -8.3876  0.8507
O: -4.3088 5.3324 -8.2490  -0.6135
C: -4.0300 7.5416 -9.0210  -0.9348
C: -3.1942 8.5720 -9.1687  0.3928
O: -3.6000 9.7336 -9.7525  -0.5591
H: -0.3120 7.2282 -7.6989  0.5082
H: -2.5550 4.4960 -7.3047  0.3508
H: -5.0578 7.5815 -9.3564  0.4082
H: -2.8161 10.3172 -9.7418  0.3499
O: 1.8996 -3.1538 9.5120  -0.6194
C: 0.9137 -3.8707 9.5109  0.7598
C: 0.6262 -4.8141 10.5970  -0.9115
C: -0.4557 -5.5945 10.5510  0.2567
O: -0.7367 -6.4732 11.5532  -0.5728
C: -1.4038 -5.5402 9.4023  1.1512
O: -2.3733 -6.2815 9.3843  -0.6314
C: -1.1297 -4.5806 8.3285  -0.7378
C: -0.0498 -3.7975 8.3754  0.1626
O: 0.2164 -2.8999 7.3867  -0.5275
H: 1.3234 -4.8451 11.4235  0.4158
H: -1.5650 -6.9170 11.2847  0.3454
H: -1.8358 -4.5387 7.5085  0.5703
H: 1.0481 -2.4606 7.6522  0.3447

## Properties
SMILES: CC(C)CN(OC(=O)c1ccccc1)C(=O)O.O=C1C=C(O)C(=O)C=C1O.O=C1C=C(O)C(=O)C=C1O.O=C1C=C(O)C(=O)C=C1O.O=C1C=C(O)C(=O)C=C1O.O=C1C=C(O)C(=O)C=C1O.O=C1C=C(O)C(=O)C=C1O
LUMO energy in eV: -1.82
F_max in hartree/bohr: 0.1020

---

- Which value of F_max does entry 2 give?
  0.1020 hartree/bohr

---

- F_max of number 1 (C48H39ClN6PRh)?
  0.0935 hartree/bohr

---

- Which of these has the lowest F_max?
  C48H39ClN6PRh

---

- Among the records above, which one has the lowest F_max?
  C48H39ClN6PRh